Formula: C31H39ClF32N4O9PS
Source: OMol25
Level of theory: ωB97M-V/def2-TZVPD

Results
- Charge: +1
- Kohn-Sham gap: 7.772 eV

Each line ends with the Mulliken charge.
CARTESIAN COORDINATES (ANGSTROEM)
C (2.59457, -4.16058, -1.04943)  -1.17
C (1.18129, -3.36247, -0.93685)  -0.49
C (0.38057, -4.02489, 0.28417)  -0.08
Cl (1.42245, -3.79388, 1.79370)  -0.11
N (-1.03000, -3.56296, 0.43805)  0.43
C (-1.52221, -2.46248, -0.44784)  -0.78
C (-2.63607, -1.81407, 0.54858)  -0.26
P (-3.33618, -0.14890, 0.00673)  0.80
O (-5.05634, -0.28744, 0.05422)  -0.54
O (-2.84926, 1.17524, 0.94951)  -0.43
S (-2.87588, 0.24144, -1.85655)  -0.29
N (-1.79837, -1.89784, 1.81108)  0.65
C (-2.36795, -1.27765, 3.04120)  -0.69
C (-1.40944, -0.13783, 3.70674)  0.05
O (-1.76542, 1.07273, 3.74428)  -0.54
N (-0.10668, -0.43996, 4.35135)  0.12
C (0.93894, -0.84145, 3.35874)  -0.50
C (-0.28670, -1.43858, 5.44980)  -0.42
C (-1.50584, -3.33472, 1.82933)  -0.88
N (-1.65622, -4.25415, 2.77185)  0.22
C (-1.33809, -5.72148, 2.59228)  -0.45
O (-2.31662, -6.21620, 1.61019)  -0.10
O (-2.95324, -7.32802, 2.07821)  -0.42
H (3.39247, -3.73117, -0.34669)  0.27
H (2.40336, -5.25836, -0.76601)  0.40
H (2.96350, -4.15278, -2.12680)  0.29
H (1.47487, -2.29972, -0.58906)  0.06
H (0.60826, -3.35689, -1.92348)  0.45
H (0.33074, -5.15861, 0.06578)  0.55
H (-1.99896, -3.00489, -1.32565)  0.13
H (-0.85663, -1.55243, -0.64248)  0.27
H (-3.50792, -2.55299, 0.68658)  0.50
H (-5.32140, -1.19509, 0.33201)  0.36
H (-3.68509, 1.60249, 1.27244)  0.33
H (-2.60516, -2.00346, 3.88906)  0.44
H (-3.35446, -0.71869, 2.81990)  0.28
H (0.56984, -0.94255, 2.28505)  0.09
H (1.77988, -0.05303, 3.36114)  0.23
H (1.40421, -1.82749, 3.74292)  0.27
H (-1.35060, -1.27732, 5.86263)  0.03
H (-0.23347, -2.50818, 5.04603)  0.13
H (0.44994, -1.21018, 6.28592)  0.43
H (-2.01779, -3.99195, 3.69862)  0.37
H (-1.45265, -6.24340, 3.61099)  0.47
H (-0.31591, -5.90202, 2.12707)  0.18
H (-3.45200, -7.06438, 2.88935)  0.33
C (-0.25846, 1.56507, -6.66137)  -1.03
C (-0.53870, 1.02673, -5.24147)  1.02
C (0.62654, 1.10598, -4.25432)  0.08
F (1.69447, 0.39068, -4.65605)  -0.26
F (0.26163, 0.59795, -3.04471)  -0.17
F (-1.01445, -0.23876, -5.33701)  -0.31
F (-1.56402, 1.77437, -4.73163)  -0.31
O (0.07606, 0.59430, -7.66495)  -0.45
C (1.42505, 0.18418, -7.74932)  0.76
C (1.61377, -1.29934, -7.41311)  0.17
F (1.17780, -1.59327, -6.16735)  -0.16
F (2.92483, -1.63847, -7.45534)  -0.26
F (2.19159, 0.99690, -6.99611)  -0.24
F (1.79978, 0.40192, -9.02972)  -0.30
H (-1.19861, 1.99525, -7.01300)  0.51
H (0.44201, 2.40304, -6.65631)  0.61
H (0.93937, 2.14193, -4.09684)  0.26
H (1.06820, -1.93010, -8.11736)  0.22
C (-2.04447, 6.36596, -7.68543)  -0.93
C (-1.16515, 5.13652, -7.36484)  1.14
C (-0.12769, 5.32411, -6.25593)  0.03
F (0.77085, 6.27946, -6.54160)  -0.23
F (0.58445, 4.17290, -6.07411)  -0.31
F (-0.58613, 4.70078, -8.50824)  -0.30
F (-2.01387, 4.13868, -6.97119)  -0.33
O (-1.65593, 7.17215, -8.80507)  -0.41
C (-0.67532, 8.16613, -8.58368)  0.76
C (0.61839, 7.90440, -9.36294)  0.18
F (1.16819, 6.71339, -9.03936)  -0.20
F (1.54671, 8.84992, -9.08237)  -0.25
F (-0.47319, 8.31237, -7.25952)  -0.28
F (-1.22286, 9.32716, -9.00565)  -0.29
H (-3.02100, 5.96888, -7.97486)  0.43
H (-2.24603, 6.97375, -6.79883)  0.36
H (-0.60797, 5.57082, -5.30517)  0.28
H (0.43209, 7.90743, -10.43849)  0.25
C (-1.11307, -1.02445, 11.52550)  -0.70
C (-2.50829, -1.09347, 12.18605)  0.86
C (-3.29275, -2.38826, 11.96413)  0.09
F (-3.55434, -2.62380, 10.66397)  -0.20
F (-4.49516, -2.31930, 12.58869)  -0.27
F (-3.22804, -0.01242, 11.80323)  -0.27
F (-2.31289, -0.95574, 13.53006)  -0.32
O (-1.01775, -0.33482, 10.26934)  -0.39
C (-1.32785, -1.06144, 9.10083)  0.76
C (-2.56780, -0.51678, 8.37948)  0.20
F (-3.65805, -0.53691, 9.17075)  -0.21
F (-2.86656, -1.27399, 7.29018)  -0.32
F (-1.42353, -2.37195, 9.39704)  -0.29
F (-0.24023, -0.94272, 8.29365)  -0.27
H (-0.49133, -0.42875, 12.19880)  0.41
H (-0.62271, -2.00119, 11.48995)  0.32
H (-2.75490, -3.24828, 12.37262)  0.28
H (-2.40776, 0.51299, 8.05428)  0.26
C (4.80235, 1.87579, -1.69329)  -0.96
C (4.54302, 0.51024, -2.36778)  0.99
C (3.26124, -0.21087, -1.94772)  0.55
F (3.23694, -0.50124, -0.63087)  -0.19
F (3.14976, -1.39680, -2.60186)  -0.26
F (5.62967, -0.27835, -2.19113)  -0.28
F (4.46433, 0.74382, -3.71045)  -0.26
O (5.69558, 1.89047, -0.57083)  -0.41
C (5.15406, 1.57820, 0.69609)  0.75
C (5.73653, 0.28939, 1.28728)  0.22
F (5.52352, -0.77495, 0.48310)  -0.18
F (5.15263, 0.00003, 2.47726)  -0.24
F (3.80819, 1.56185, 0.62000)  -0.23
F (5.46756, 2.61859, 1.50009)  -0.31
H (5.31176, 2.48820, -2.44188)  0.48
H (3.87526, 2.41565, -1.48032)  0.38
H (2.37740, 0.38345, -2.18897)  -0.24
H (6.81294, 0.38386, 1.44133)  0.21

***

Formula: C31H39F22N2O7
Source: OMol25
Level of theory: ωB97M-V/def2-TZVPD

Results
- Multiplicity: 2
- Kohn-Sham gap (alpha / beta): 9.141 / 9.577 eV

Each line ends with the Mulliken charge.
CARTESIAN COORDINATES (ANGSTROEM)
C (-2.09836, 1.39402, -2.12565)  -1.49
C (-0.56268, 1.10092, -1.68385)  1.55
C (0.23129, 0.88319, -3.06199)  -1.74
C (-0.60159, -0.27428, -0.87328)  -1.38
C (0.02754, -0.19439, 0.61120)  1.78
C (-1.09904, 0.46757, 1.53646)  -1.08
C (-0.57987, 1.04251, 2.92504)  -0.13
N (-1.48817, 1.53702, 3.74469)  -0.82
C (0.29160, -1.67005, 1.22321)  -1.13
C (1.52539, -2.42493, 0.52028)  -0.96
C (2.88970, -2.37246, 1.33256)  0.82
F (3.87723, -1.87814, 0.42425)  -0.37
F (2.78606, -1.35123, 2.32641)  -0.20
C (3.43381, -3.75494, 1.91196)  0.78
F (2.57224, -4.84159, 1.77940)  -0.31
F (4.59854, -4.09036, 1.14359)  -0.34
C (3.99103, -3.64983, 3.42642)  0.41
F (4.98124, -2.67490, 3.49727)  -0.27
F (4.65584, -4.88563, 3.63874)  -0.31
C (2.83557, -3.51971, 4.52369)  0.59
F (1.56054, -3.31821, 3.94174)  -0.23
F (2.73218, -4.80870, 5.11063)  -0.31
C (3.14149, -2.53758, 5.73594)  0.58
F (2.24958, -2.90883, 6.77183)  -0.29
F (4.42307, -2.75124, 6.28053)  -0.27
C (2.90397, -0.99065, 5.48510)  0.63
F (1.69008, -0.65777, 4.90731)  -0.21
F (2.89662, -0.38537, 6.76269)  -0.28
F (3.90117, -0.34264, 4.77410)  -0.23
C (1.36904, 0.67729, 0.48400)  -1.45
C (1.15181, 2.11393, -0.18765)  1.01
C (2.45737, 2.46941, -1.02992)  -1.33
C (1.12240, 3.18203, 1.04216)  -1.18
N (-0.13812, 2.28971, -0.90167)  1.24
O (-0.11359, 3.38644, -1.61404)  -0.70
H (-2.16412, 2.13451, -2.97982)  0.41
H (-2.60358, 1.76872, -1.17438)  0.26
H (-2.61175, 0.42004, -2.43770)  0.30
H (-0.40963, 0.18424, -3.69906)  0.44
H (1.26745, 0.44968, -2.91697)  0.32
H (0.28160, 1.86834, -3.64440)  0.26
H (-0.09404, -1.09690, -1.48420)  0.30
H (-1.68650, -0.61577, -0.73757)  0.09
H (-1.87238, -0.34316, 1.79025)  0.54
H (-1.67461, 1.26106, 0.94119)  0.45
H (0.50108, 1.09541, 3.24914)  0.32
H (-2.40100, 1.42728, 3.25484)  0.29
H (-0.64312, -2.27099, 0.92927)  0.56
H (0.32118, -1.67865, 2.35449)  0.26
H (1.16582, -3.45780, 0.23351)  0.41
H (1.69512, -1.87053, -0.46931)  0.36
H (1.76808, 0.80613, 1.54420)  -0.05
H (2.20039, 0.16021, -0.10008)  0.52
H (2.54013, 3.60503, -1.14957)  0.27
H (3.40319, 2.16929, -0.45075)  0.34
H (2.53559, 1.96204, -2.03847)  0.28
H (1.84443, 2.91354, 1.87145)  0.22
H (1.48875, 4.18071, 0.61563)  0.29
H (0.04891, 3.28400, 1.38920)  0.23
C (1.05252, 8.94024, -0.37189)  -1.04
C (-0.26718, 8.98661, 0.37206)  -0.19
O (-1.26461, 8.21926, -0.31848)  -0.35
C (-1.25565, 6.89439, -0.08194)  0.37
O (-0.48033, 6.34273, 0.64946)  -0.50
C (-2.39244, 6.21134, -0.83653)  0.87
F (-2.50768, 6.65043, -2.10447)  -0.27
F (-3.58581, 6.43056, -0.24846)  -0.28
F (-2.23805, 4.88349, -0.90753)  -0.18
H (0.92056, 9.26161, -1.40783)  0.30
H (1.78849, 9.58776, 0.10840)  0.37
H (1.45200, 7.92410, -0.40139)  0.26
H (-0.63288, 10.01449, 0.40830)  0.32
H (-0.15933, 8.64676, 1.40489)  0.29
C (-8.85398, -1.60881, -1.92996)  -1.10
C (-7.74215, -0.86588, -2.64339)  -0.21
O (-6.91924, -0.15964, -1.70146)  -0.28
C (-5.95804, -0.88299, -1.10161)  0.24
O (-5.76131, -2.04996, -1.30405)  -0.51
C (-5.13274, -0.00122, -0.16950)  1.00
F (-5.89613, 0.81821, 0.57639)  -0.27
F (-4.27897, 0.78793, -0.85416)  -0.28
F (-4.38825, -0.71276, 0.69298)  -0.26
H (-9.43001, -0.92575, -1.30114)  0.30
H (-9.52640, -2.07924, -2.64959)  0.37
H (-8.45163, -2.38389, -1.27398)  0.31
H (-8.17034, -0.11457, -3.30935)  0.32
H (-7.14040, -1.53740, -3.26042)  0.32
C (4.30243, -5.93439, -1.84197)  -1.24
C (3.11352, -5.02756, -2.04058)  0.18
O (2.70461, -5.00691, -3.41709)  -0.35
C (1.90653, -6.01641, -3.80918)  0.37
O (1.53479, -6.90383, -3.09161)  -0.51
C (1.51063, -5.84373, -5.27265)  0.83
F (2.55229, -5.49119, -6.04893)  -0.24
F (0.57645, -4.88489, -5.42535)  -0.24
F (1.00154, -6.96477, -5.80418)  -0.24
H (5.11829, -5.64915, -2.51041)  0.34
H (4.65277, -5.88001, -0.80987)  0.31
H (4.05545, -6.97388, -2.06883)  0.35
H (3.39209, -4.00446, -1.77852)  0.18
H (2.28264, -5.31368, -1.39028)  0.27

***

Formula: C31H40BiBrN4O5S4
Source: OMol25
Level of theory: ωB97M-V/def2-TZVPD

Results
- Charge: +2
- Energy relative to the best compared isomer or geometry (same formula, charge and spin): 39.27 kJ/mol
- Kohn-Sham gap: 7.765 eV

Each line ends with the Mulliken charge.
CARTESIAN COORDINATES (ANGSTROEM)
Bi (0.71998, -1.13973, -0.14689)  1.53
C (-3.40975, -0.50903, 0.16392)  -0.68
C (-3.36769, -1.17657, 1.53568)  -1.28
S (-1.70152, -1.35218, 2.25040)  0.20
C (-1.73418, -3.09721, 2.74332)  -0.79
C (-1.88077, -4.11674, 1.61724)  -1.14
S (-0.71286, -3.92466, 0.22244)  0.15
C (-1.83540, -3.96819, -1.20028)  -0.87
C (-2.89465, -2.87756, -1.27855)  -1.12
S (-2.27330, -1.16882, -1.09479)  0.15
H (-3.16218, 0.54931, 0.23114)  0.08
H (-4.41122, -0.58843, -0.25661)  0.66
H (-3.81090, -2.16958, 1.49870)  0.62
H (-3.96226, -0.57940, 2.22630)  0.64
H (-2.54020, -3.23660, 3.46454)  0.61
H (-0.79341, -3.23668, 3.27149)  0.21
H (-2.88025, -4.09429, 1.18678)  0.56
H (-1.72769, -5.11432, 2.02771)  0.63
H (-2.32444, -4.94230, -1.20680)  0.58
H (-1.15937, -3.92543, -2.05357)  0.33
H (-3.66520, -3.00889, -0.52115)  0.53
H (-3.37776, -2.93576, -2.25324)  0.62
O (5.17483, -2.26606, 1.30421)  -0.47
C (4.06096, -1.86892, 0.71405)  -0.20
O (3.13868, -2.59322, 0.41708)  -0.52
C (4.01010, -0.39280, 0.47185)  0.65
C (5.05225, 0.47796, 0.71491)  -0.64
C (4.90970, 1.80547, 0.31489)  -0.59
C (3.77432, 2.18978, -0.37783)  -0.83
C (2.78576, 1.24184, -0.60335)  0.70
N (2.88921, 0.00322, -0.13410)  0.26
C (1.59800, 1.49527, -1.52148)  -0.26
O (1.42492, 2.60158, -1.98492)  -0.65
O (0.88673, 0.43068, -1.76970)  -0.51
H (5.18348, -3.23082, 1.39046)  0.43
H (5.95472, 0.12023, 1.18971)  0.60
H (5.69786, 2.51927, 0.51561)  0.48
H (3.63557, 3.18828, -0.77123)  0.58
C (-3.19269, 7.00635, 1.58695)  -1.45
C (-2.62734, 5.67500, 1.18730)  0.56
C (-2.17962, 4.76560, 2.13992)  -1.20
C (-1.65127, 3.53687, 1.78905)  0.77
C (-1.20118, 2.61380, 2.89059)  -0.99
C (-1.57075, 3.20082, 0.41169)  0.40
C (-1.02393, 1.95581, -0.05574)  -0.22
O (-0.41369, 1.12109, 0.62733)  0.12
C (-2.04061, 4.11193, -0.57234)  1.11
C (-1.96617, 3.81376, -2.05173)  -1.57
C (-2.54971, 5.32551, -0.16209)  -1.16
H (-3.20178, 7.13392, 2.66828)  0.38
H (-4.21469, 7.11037, 1.21582)  0.36
H (-2.60824, 7.81598, 1.14545)  0.36
H (-2.24601, 5.02848, 3.19058)  0.35
H (-1.61239, 2.93930, 3.84497)  0.46
H (-0.11074, 2.61871, 2.97087)  0.26
H (-1.49329, 1.58177, 2.71218)  0.01
H (-1.17580, 1.74490, -1.12062)  0.23
H (-2.58661, 2.95272, -2.31632)  0.31
H (-0.93926, 3.61307, -2.36076)  0.28
H (-2.33508, 4.66446, -2.62049)  0.42
H (-2.89931, 6.03102, -0.90902)  0.42
C (-0.33674, -0.37343, -5.21809)  -1.15
N (0.00913, -1.20937, -4.06173)  0.07
C (1.07994, -1.95055, -3.84139)  1.15
S (1.41517, -2.65705, -2.26667)  -0.61
N (1.96190, -2.29455, -4.77073)  -0.20
C (1.98790, -2.01953, -6.21306)  -0.99
H (-1.02936, 0.38599, -4.86698)  0.33
H (-0.82968, -0.94924, -5.99904)  0.36
H (0.53447, 0.13282, -5.62266)  0.40
H (-0.52296, -0.99640, -3.23626)  -0.10
H (2.72541, -2.84503, -4.41369)  0.25
H (1.00214, -2.11494, -6.65294)  0.34
H (2.63206, -2.76168, -6.67671)  0.35
H (2.39669, -1.03289, -6.42258)  0.33
Br (2.83355, -5.24778, 4.29988)  -0.09
C (2.49153, -3.43861, 3.91917)  -0.59
C (2.87121, -2.43393, 4.79405)  -0.28
C (2.57365, -1.12284, 4.45897)  -1.03
C (1.91152, -0.87002, 3.26993)  -0.30
N (1.55903, -1.84162, 2.42051)  0.88
C (1.85055, -3.10760, 2.73916)  -0.65
H (3.38875, -2.67226, 5.71432)  0.49
H (2.84374, -0.31149, 5.12147)  0.49
H (1.63071, 0.14221, 2.98845)  0.34
H (1.58775, -3.88020, 2.02678)  0.75

***

Q: Number 1 is which compound?
A: C31H39ClF32N4O9PS

***

Q: Which formula does entry 3 have?
A: C31H40BiBrN4O5S4

***

Q: Which formula does entry 3 have?
A: C31H40BiBrN4O5S4